# C50H39BiN3O5P2S

C50H39BiN3O5P2S as an isolated structure (ωB97M-V/def2-TZVPD, OMol25).

Computed properties:
HOMO = -10.65 eV
frontier orbital gap = 7.68 eV
strongest force on any atom = 0.009 hartree/bohr

```
! wB97M-V def2-TZVPD RIJCOSX def2/J DEFGRID3
* xyz 1 1
Bi -0.94 0.12 -0.19
O 3.04 -0.64 1.84
S 2.34 -0.05 0.67
C 2.79 -1.06 -0.76
C 3.79 -0.71 -1.66
C 4.17 -1.61 -2.64
C 3.57 -2.86 -2.72
C 2.55 -3.19 -1.83
C 2.14 -2.30 -0.84
P 0.71 -2.67 0.27
C -0.45 -3.50 -0.88
C -0.65 -2.96 -2.15
C -1.68 -3.42 -2.97
C -2.52 -4.42 -2.51
C -2.34 -4.95 -1.24
C -1.32 -4.49 -0.43
C 1.29 -3.96 1.41
C 1.61 -5.26 1.01
C 2.05 -6.19 1.95
C 2.17 -5.82 3.29
C 1.85 -4.53 3.69
C 1.42 -3.61 2.75
C 3.13 1.50 0.28
C 4.51 1.59 0.40
C 5.16 2.77 0.07
C 4.41 3.85 -0.40
C 3.03 3.77 -0.47
C 2.36 2.60 -0.10
P 0.53 2.65 0.02
C 0.16 3.83 1.34
C 1.11 4.62 1.98
C 0.74 5.45 3.02
C -0.59 5.50 3.44
C -1.54 4.71 2.81
C -1.17 3.87 1.78
C 0.08 3.46 -1.55
C -0.68 4.62 -1.63
C -1.01 5.15 -2.87
C -0.57 4.53 -4.04
C 0.19 3.37 -3.96
C 0.51 2.83 -2.73
H 4.27 0.26 -1.62
H 4.95 -1.34 -3.35
H 3.88 -3.57 -3.47
H 2.05 -4.15 -1.93
H 0.01 -2.19 -2.53
H -1.81 -3.00 -3.96
H -3.32 -4.79 -3.15
H -3.01 -5.72 -0.88
H -1.21 -4.90 0.57
H 1.51 -5.56 -0.02
H 2.29 -7.19 1.64
H 2.50 -6.55 4.02
H 1.95 -4.25 4.73
H 1.18 -2.59 3.05
H 5.07 0.73 0.76
H 6.23 2.84 0.15
H 4.91 4.77 -0.68
H 2.46 4.64 -0.80
H 2.15 4.59 1.68
H 1.48 6.06 3.52
H -0.87 6.15 4.26
H -2.57 4.74 3.14
H -1.91 3.24 1.30
H -1.03 5.11 -0.73
H -1.60 6.05 -2.93
H -0.81 4.96 -5.00
H 0.54 2.89 -4.87
H 1.11 1.93 -2.67
C 0.86 1.30 3.37
C -0.31 0.40 3.23
N -0.93 -0.05 2.14
C -1.90 -0.95 2.57
C -1.84 -1.05 3.92
N -0.85 -0.19 4.31
C -2.55 -1.81 5.01
O -3.46 -2.68 4.65
O -2.22 -1.58 6.14
C -2.72 -1.70 1.59
O -3.58 -2.49 1.97
O -2.46 -1.44 0.36
H 0.96 1.97 2.52
H 1.78 0.70 3.43
H 0.78 1.90 4.27
H -0.60 -0.06 5.28
H -3.56 -2.72 3.65
C -2.85 1.36 -0.42
C -3.32 0.82 -1.73
C -4.17 -0.28 -1.80
C -4.47 -0.87 -3.02
C -3.91 -0.37 -4.19
C -3.08 0.75 -4.14
C -2.79 1.34 -2.92
C -4.15 -1.03 -5.45
N -4.32 -1.55 -6.46
H -3.52 1.13 0.41
H -2.63 2.42 -0.46
H -4.59 -0.69 -0.89
H -5.12 -1.73 -3.06
H -2.68 1.16 -5.06
H -2.16 2.22 -2.89
*
```

Mulliken population analysis, charges in e, atoms 1 to 2: atom 1 (Bi): 3.051, atom 2 (O): -0.847